# 1
C6H7NO | the ωB97M-V functional and the def2-TZVPD basis

```
15
Properties=species:S:1:pos:R:3:forces:R:3:mulliken_charge:R:1
C 0.29296 0.36803 -0.01970 -0.17 -0.06 0.03 0.57
C -0.36847 1.77853 -0.00298 2.70 -0.28 0.04 -0.61
C -1.84954 0.11857 -0.01275 0.67 -1.21 0.02 0.63
C 1.55750 -0.16839 -0.00880 -1.55 1.73 0.01 -0.05
C -3.24283 -0.37328 0.00739 -0.08 0.11 0.05 -1.02
C 2.80310 0.62793 0.00337 0.14 0.17 0.03 -1.10
N -0.77258 -0.54690 -0.02655 -1.01 -0.55 0.02 -0.56
O -1.63271 1.50471 -0.00027 -0.65 0.17 -0.04 -0.07
H 1.61776 -1.24605 0.00000 -0.08 -0.14 -0.08 0.42
H -3.92060 0.44310 0.24322 -0.07 -0.02 0.00 0.31
H -3.50720 -0.79053 -0.96312 -0.04 0.02 -0.03 0.26
H -3.33621 -1.16209 0.75286 -0.02 0.04 -0.04 0.29
H 3.59829 0.08759 0.51352 0.06 0.07 0.04 0.35
H 2.63448 1.59371 0.47652 0.08 0.01 -0.02 0.33
H 3.13968 0.82150 -1.01825 0.04 -0.07 -0.03 0.26
```
Positions in Å, forces in eV/Å.

Computed properties:
E = -362.7126 Ha
ΔE to the lowest compared entry with this formula, charge and spin = 63.3 kcal/mol
Maximum force = 2.7 eV Å⁻¹
Gap between HOMO and LUMO = 8.232 eV

# 2
C6H7NO | the ωB97M-V functional and the def2-TZVPD basis

```
15
Properties=species:S:1:pos:R:3:forces:R:3:mulliken_charge:R:1
C 0.97663 -0.48927 -0.19850 3.70 -2.65 -0.29 0.08
C 0.48798 0.28205 0.93105 -1.93 3.42 1.28 0.05
C -0.45942 -0.95030 -0.28712 -2.58 -1.49 -1.12 0.07
C -1.35227 0.27408 -0.61151 2.27 0.34 1.72 -0.50
C -0.65237 1.47598 -1.10812 0.80 1.20 -1.21 -0.50
C -0.61852 1.28413 0.38354 0.32 -1.00 -0.18 -0.44
H 1.14109 0.74421 1.66012 0.11 -0.44 0.38 0.50
H 0.12265 -1.61099 1.57965 1.28 -2.09 0.68 0.27
H -0.87128 -1.91457 -0.61694 0.67 0.27 -0.55 0.49
H -2.39345 0.15338 -0.62433 -1.17 -0.12 -0.08 0.41
H 0.25884 1.36754 -1.78684 -1.16 0.22 1.13 0.20
H -1.30400 2.32704 -1.39134 0.48 -0.71 -0.07 0.26
H -1.10223 1.99268 1.11117 0.45 -0.97 -1.06 0.32
N -0.42947 -0.90990 1.19893 -0.02 2.54 -0.31 -0.57
O 2.10781 -0.99375 -0.37250 -3.21 1.47 -0.32 -0.64
```
Positions in Å, forces in eV/Å.

Computed properties:
E = -362.6986 Ha
ΔE to the lowest compared entry with this formula, charge and spin = 72.1 kcal/mol
Maximum force = 4.6 eV Å⁻¹
Gap between HOMO and LUMO = 10.728 eV

# 3
C6H7NO | the ωB97M-V functional and the def2-TZVPD basis

```
15
Properties=species:S:1:pos:R:3:forces:R:3:mulliken_charge:R:1
C 0.32432 1.57258 -0.01928 -3.01 -5.04 2.44 -0.83
C -1.03535 1.23882 0.04676 3.42 1.49 -2.26 -0.43
C -1.42545 -0.25338 -0.16929 -2.59 6.20 1.15 0.07
O -1.11830 -0.98932 0.95802 -0.35 -2.38 0.41 -0.48
C -0.50573 -1.28436 -0.31658 2.14 -3.74 -0.08 -0.29
C 0.93403 -0.66861 -0.49749 -1.99 -2.75 -4.70 -0.11
N 2.33957 -0.36920 0.17121 -1.63 -3.75 0.37 -0.63
C 1.05292 0.30198 0.47243 0.27 3.38 1.14 0.21
H 0.71152 2.48445 0.07540 1.27 3.81 0.09 0.50
H -1.68809 2.14102 0.02463 -0.20 -1.35 -0.23 0.32
H -2.44595 -0.23359 -0.51358 -0.37 -0.90 -0.28 0.47
H -0.96353 -2.21449 -0.83243 1.41 1.31 0.93 0.34
H 0.75691 -0.45395 -1.67033 1.61 0.33 2.62 0.22
H 2.45083 -1.28528 0.84985 -0.31 3.33 -1.57 0.33
H 0.61232 0.01332 1.42067 0.34 0.07 -0.04 0.29
```
Positions in Å, forces in eV/Å.

Computed properties:
E = -362.5700 Ha
ΔE to the lowest compared entry with this formula, charge and spin = 152.8 kcal/mol
Maximum force = 6.8 eV Å⁻¹
Gap between HOMO and LUMO = 10.145 eV
SMILES string = C1=C[C@@H]2O[C@@H]2[C@@H]2N[C@@H]12

# 4
C6H7NO | the ωB97M-V functional and the def2-TZVPD basis

```
15
Properties=species:S:1:pos:R:3:forces:R:3:mulliken_charge:R:1
C 0.40711 -0.64267 0.37058 -1.71 -0.18 3.64 1.20
C -0.05532 -1.20045 -1.34916 -0.78 -0.04 -2.47 0.01
C -1.19748 -0.51064 0.59198 1.29 0.04 0.04 -0.46
C 1.06790 0.68822 0.17623 0.58 -0.27 -1.11 -0.36
C -1.90657 0.60745 0.64248 0.08 -0.16 -0.07 -0.67
C 2.30211 0.89803 0.61128 -0.24 0.07 0.20 -0.82
N -0.81041 -1.23433 -2.25516 1.26 0.10 0.65 -0.19
O 0.93024 -1.52576 1.07283 -0.16 0.66 -0.94 -0.69
H -0.82925 -1.17401 -3.25932 -0.32 -0.18 0.07 0.30
H -1.61515 -1.47650 0.84737 -0.08 -0.05 0.00 0.37
H 0.54276 1.42666 -0.41796 0.02 0.06 -0.02 0.30
H -2.95207 0.58644 0.91641 -0.07 -0.05 0.05 0.27
H -1.50233 1.58263 0.41073 0.13 0.03 0.02 0.19
H 2.78758 0.15636 1.22964 0.07 -0.18 -0.15 0.28
H 2.83088 1.81857 0.41208 -0.08 0.14 0.09 0.28
```
Positions in Å, forces in eV/Å.

Computed properties:
E = -362.6532 Ha
ΔE to the lowest compared entry with this formula, charge and spin = 100.6 kcal/mol
Maximum force = 4.0 eV Å⁻¹
Gap between HOMO and LUMO = 8.676 eV

# 5
C6H7NO2 | the ωB97M-V functional and the def2-TZVPD basis

```
16
Properties=species:S:1:pos:R:3:forces:R:3:mulliken_charge:R:1
C 2.03790 0.00183 -0.26285 0.83 1.67 -1.02 -0.27
C 1.50523 -1.17014 -0.09473 -1.15 -4.22 0.44 -0.55
C 0.04622 -0.80341 0.03190 -0.34 -2.95 0.50 -0.08
C -0.05112 0.07204 1.24680 2.75 2.50 -1.19 -0.62
C -0.09463 1.26460 0.23297 1.00 1.43 2.59 -0.03
C -1.49061 0.95248 -0.27435 -2.78 -2.40 -2.15 -0.20
N -2.05882 -0.26468 -0.32179 1.05 2.32 -0.59 -0.39
O -1.23495 -1.35213 -0.19359 -0.48 -1.51 0.62 -0.24
O 1.22424 1.13390 -0.48504 0.65 0.60 0.10 -0.44
H 3.11346 0.09581 -0.32977 -0.11 0.89 -0.13 0.43
H 2.01894 -2.18639 0.00725 -0.69 1.88 -0.03 0.29
H 0.05828 -0.24908 -0.85742 -0.20 0.83 -1.15 0.64
H 0.87212 -0.03694 1.82754 -0.43 0.48 -0.02 0.29
H -0.87994 0.08769 1.85902 -1.92 -0.50 0.99 0.42
H -0.08845 2.33974 0.53290 0.22 -0.80 0.16 0.32
H -2.31495 1.64341 -0.63642 1.60 -0.21 0.88 0.43
```
Positions in Å, forces in eV/Å.

Computed properties:
E = -437.8030 Ha
ΔE to the lowest compared entry with this formula, charge and spin = 166.2 kcal/mol
Maximum force = 4.4 eV Å⁻¹
Gap between HOMO and LUMO = 10.062 eV
SMILES string = C1=C[C@@H]2C[C@H](C=NO2)O1

# 6
C6H7NO2 | the ωB97M-V functional and the def2-TZVPD basis

```
16
Properties=species:S:1:pos:R:3:forces:R:3:mulliken_charge:R:1
C -3.02986 0.06610 -0.19380 -2.34 -3.20 0.15 -1.05
C -1.66329 -0.36328 0.19856 0.42 -2.65 1.75 0.66
O -1.44021 -1.30348 1.01263 -0.19 2.81 -2.43 -0.63
N -0.68659 0.41882 -0.35833 2.53 3.06 -2.15 -0.22
C 0.73769 0.14277 -0.09908 -1.91 1.42 -0.01 0.27
C 1.70003 0.85908 0.56594 -0.29 -8.17 -3.72 -1.12
C 2.89381 0.12048 0.53167 -7.05 -4.68 -5.02 -0.35
C 2.56572 -0.99732 -0.27272 -0.75 1.80 0.94 -0.30
O 1.22127 -0.96618 -0.65950 1.98 0.00 0.80 -0.30
H -3.86807 -0.60499 0.40095 2.26 1.55 -1.97 0.25
H -3.18540 0.16497 -1.30353 0.03 -0.33 1.19 0.30
H -3.07881 0.99295 0.24651 -0.64 2.58 0.79 0.36
H -0.86062 1.36569 -1.08536 0.26 -4.13 3.07 0.35
H 1.72807 1.68010 0.96225 -0.92 8.92 4.33 0.73
H 3.81001 0.19654 0.75689 6.54 1.46 2.31 0.62
H 3.15625 -1.77226 -0.70307 0.08 -0.45 -0.03 0.45
```
Positions in Å, forces in eV/Å.

Computed properties:
E = -437.9558 Ha
ΔE to the lowest compared entry with this formula, charge and spin = 70.3 kcal/mol
Maximum force = 10.0 eV Å⁻¹
Gap between HOMO and LUMO = 9.164 eV
SMILES string = CC(=O)Nc1ccco1

# 7
C6H7NO2 | the ωB97M-V functional and the def2-TZVPD basis

```
16
Properties=species:S:1:pos:R:3:forces:R:3:mulliken_charge:R:1
C 1.20315 1.29046 0.18932 -0.91 3.92 0.79 -1.22
C 1.90446 -0.79766 -0.25878 4.03 -1.48 -0.88 -1.21
C 0.10532 0.47365 0.22940 -2.19 -3.90 -0.31 0.21
C 0.55387 -0.83712 -0.06810 -6.28 2.50 1.28 1.12
C -1.64910 -1.26964 0.17007 -0.04 3.63 0.78 -0.40
C -1.36073 0.55713 0.38609 0.06 -3.60 -0.36 0.04
N 2.28208 0.51298 -0.09308 4.02 -1.19 -0.74 0.01
O -0.38883 -1.81219 -0.14553 1.78 0.02 -0.27 -0.44
O -2.05410 1.30872 -0.54418 -0.36 0.47 -0.41 -0.53
H 1.30597 2.34523 0.35081 -0.06 0.10 0.03 0.47
H 2.60538 -1.56967 -0.49156 0.13 -0.20 -0.02 0.45
H -2.01171 -1.64723 1.12325 0.07 -0.22 -0.06 0.29
H -2.36071 -1.41843 -0.63794 0.06 -0.09 -0.05 0.30
H -1.74689 0.79074 1.37351 -0.06 0.22 0.02 0.35
H 3.22686 0.84510 -0.18071 -0.26 -0.17 -0.01 0.18
H -1.61502 1.22792 -1.40255 0.00 -0.02 0.23 0.36
```
Positions in Å, forces in eV/Å.

Computed properties:
E = -437.8503 Ha
ΔE to the lowest compared entry with this formula, charge and spin = 14.9 kcal/mol
Maximum force = 6.9 eV Å⁻¹
Gap between HOMO and LUMO (spin up / spin down) = 4.689 / 6.921 eV
2S+1 = 3

# 8
C6H7NO3 | the ωB97M-V functional and the def2-TZVPD basis

```
17
Properties=species:S:1:pos:R:3:forces:R:3:mulliken_charge:R:1
C 3.18134 -0.96595 0.04431 -0.07 0.09 -0.05 -0.63
C 2.59105 -0.09027 -0.75652 0.05 -0.10 -0.02 -0.34
C -0.10347 1.01253 1.46804 0.48 -0.02 0.36 0.06
C 1.44641 0.76229 -0.36595 0.10 0.50 -0.33 0.74
C -2.31112 0.11904 -1.04416 -1.40 -1.12 -1.30 0.13
C -3.29858 -0.74815 -0.38798 0.28 0.03 0.60 -0.78
N -1.24225 1.14638 1.01836 -1.51 0.13 1.03 -0.46
O 1.05199 0.51327 0.91176 0.24 -0.46 0.03 -0.32
O 0.97926 1.61907 -1.06117 0.17 -0.19 0.18 -0.50
O -1.47143 0.84304 -0.64126 1.62 0.97 -0.47 -0.08
H 2.84502 -1.12419 1.05532 -0.10 0.01 0.13 0.28
H 4.02897 -1.54409 -0.28352 0.12 -0.07 -0.13 0.27
H 2.92697 0.08499 -1.76800 0.03 -0.01 -0.06 0.35
H 0.08014 1.21392 2.52711 0.04 0.11 -0.08 0.40
H -3.03859 -0.95169 0.65212 0.01 -0.03 0.16 0.29
H -3.41712 -1.67315 -0.94963 0.03 0.10 -0.03 0.31
H -4.24858 -0.21702 -0.41882 -0.10 0.07 -0.04 0.29
```
Positions in Å, forces in eV/Å.

Computed properties:
E = -513.1114 Ha
ΔE to the lowest compared entry with this formula, charge and spin = 126.6 kcal/mol
Maximum force = 2.2 eV Å⁻¹
Gap between HOMO and LUMO (spin up / spin down) = 8.066 / 8.066 eV

- Which of these has the highest E?
  number 3

- Which of these has the highest E?
  number 3

- Among the records above, which one has the highest ΔE to the lowest compared entry with this formula, charge and spin?
  number 5

- Among the records above, which one has the highest E?
  number 3